(1)
# C38H67N4O15PS6

6 unconnected molecules or ions with the total composition C38H67N4O15PS6 (ωB97M-V with the def2-TZVPD basis set, OMol25).

The calculation puts the frontier orbital gap at 0.295 Ha. As for the SMILES: C=CCc1cc2nc(P(=N)(O)O)c(OCCNC[C@@H](C)O)nc2c(OCC)c1S.O=S1(=O)CCCC1.O=S1(=O)CCCC1.O=S1(=O)CCCC1.O=S1(=O)CCCC1.O=S1(=O)CCCC1.

Last column: Löwdin charge in e.
Positions of all 131 atoms, in Å:
C  -4.199  0.923  -1.744  -0.01
C  -4.340  -0.384  -2.005  -0.14
C  -3.703  -1.473  -1.118  -0.16
C  -2.486  -0.886  -0.429  -0.24
C  -1.298  -0.914  -1.109  0.04
C  -0.122  -0.350  -0.570  -0.20
N  1.011  -0.405  -1.333  0.16
C  2.030  0.182  -0.764  -0.19
P  3.584  0.192  -1.771  0.52
N  4.229  1.603  -1.868  -0.12
O  3.161  -0.300  -3.229  -0.18
O  4.608  -0.913  -1.243  -0.14
C  1.995  0.785  0.541  -0.31
O  3.134  1.347  1.032  -0.05
C  2.921  2.618  1.642  -0.17
C  2.712  3.753  0.641  -0.20
N  1.442  3.680  -0.074  -0.04
C  1.554  4.156  -1.447  -0.19
C  0.369  3.687  -2.332  -0.41
C  0.805  3.773  -3.798  -0.05
O  -0.036  2.365  -2.019  -0.04
N  0.923  0.792  1.272  0.25
C  -0.182  0.228  0.699  -0.12
C  -1.408  0.242  1.430  -0.24
O  -1.386  0.854  2.658  -0.07
C  -1.505  -0.043  3.766  -0.24
C  -0.310  -0.987  3.875  -0.06
C  -2.556  -0.301  0.881  -0.42
S  -4.134  -0.258  1.709  0.87
H  -4.205  1.302  -0.723  0.04
H  -4.035  1.666  -2.522  0.06
H  -4.900  -0.662  -2.897  0.09
H  -4.441  -1.817  -0.387  0.08
H  -3.411  -2.309  -1.757  0.11
H  -1.275  -1.375  -2.096  0.08
H  3.690  2.254  -1.311  -0.07
H  3.201  -1.266  -3.269  0.08
H  4.953  -0.698  -0.355  0.02
H  2.116  2.628  2.381  0.12
H  3.839  2.855  2.193  0.11
H  3.574  3.832  -0.025  0.11
H  2.725  4.684  1.238  0.12
H  0.709  4.182  0.406  0.12
H  1.578  5.260  -1.507  0.12
H  2.462  3.781  -1.926  0.09
H  -0.476  4.373  -2.196  0.14
H  1.796  3.327  -3.949  0.08
H  0.884  4.823  -4.100  0.08
H  0.103  3.276  -4.473  0.08
H  0.439  1.781  -2.623  0.07
H  -1.483  0.595  4.657  0.12
H  -2.458  -0.572  3.801  0.06
H  -0.417  -1.652  4.736  0.07
H  0.586  -0.373  4.003  0.07
H  -0.176  -1.594  2.975  0.08
H  -4.099  -1.170  2.714  -0.14
O  -0.657  -2.484  -3.573  -0.33
S  -1.259  -2.427  -4.882  0.67
O  -2.688  -2.379  -5.055  -0.32
C  -0.505  -1.081  -5.788  -0.21
C  0.704  -1.712  -6.468  -0.23
C  0.221  -3.066  -7.008  -0.21
C  -0.575  -3.750  -5.888  -0.22
H  -0.245  -0.278  -5.101  0.11
H  -1.232  -0.729  -6.521  0.11
H  1.094  -1.074  -7.260  0.12
H  1.502  -1.868  -5.737  0.11
H  -0.425  -2.903  -7.873  0.12
H  1.052  -3.691  -7.335  0.11
H  -1.389  -4.358  -6.276  0.10
H  0.068  -4.355  -5.251  0.10
O  -4.914  -2.144  4.137  -0.36
S  -4.625  -2.681  5.449  0.68
O  -3.288  -2.671  5.986  -0.32
C  -5.743  -1.935  6.625  -0.22
C  -6.963  -2.850  6.617  -0.21
C  -6.413  -4.283  6.607  -0.21
C  -5.304  -4.341  5.549  -0.22
H  -5.968  -0.913  6.324  0.08
H  -5.250  -1.942  7.597  0.11
H  -7.602  -2.668  7.479  0.12
H  -7.554  -2.675  5.715  0.12
H  -5.998  -4.521  7.589  0.12
H  -7.193  -5.014  6.397  0.11
H  -4.511  -5.032  5.823  0.10
H  -5.698  -4.601  4.568  0.11
O  -7.068  1.137  5.988  -0.33
S  -7.698  1.778  4.855  0.67
O  -8.968  1.325  4.346  -0.32
C  -7.786  3.537  5.175  -0.23
C  -6.468  4.084  4.634  -0.22
C  -6.238  3.373  3.294  -0.21
C  -6.510  1.881  3.515  -0.24
H  -7.923  3.710  6.240  0.11
H  -8.636  3.931  4.619  0.11
H  -6.503  5.166  4.517  0.11
H  -5.655  3.844  5.322  0.12
H  -6.932  3.767  2.548  0.12
H  -5.229  3.534  2.918  0.12
H  -6.929  1.410  2.630  0.10
H  -5.610  1.352  3.825  0.08
O  3.668  0.429  -6.719  -0.32
S  4.744  -0.304  -6.098  0.67
O  4.937  -0.301  -4.676  -0.32
C  4.685  -1.998  -6.682  -0.23
C  5.535  -1.994  -7.948  -0.22
C  6.772  -1.149  -7.619  -0.21
C  6.284  0.128  -6.922  -0.21
H  3.650  -2.289  -6.857  0.09
H  5.128  -2.628  -5.911  0.11
H  5.804  -3.006  -8.251  0.11
H  4.980  -1.532  -8.768  0.12
H  7.426  -1.709  -6.947  0.12
H  7.348  -0.913  -8.513  0.11
H  6.993  0.484  -6.179  0.10
H  6.070  0.918  -7.639  0.10
O  7.858  -0.670  1.273  -0.30
S  6.663  -0.522  2.059  0.69
O  5.348  -0.586  1.462  -0.33
C  6.736  -1.662  3.434  -0.23
C  7.447  -0.880  4.534  -0.22
C  6.840  0.529  4.503  -0.21
C  6.796  0.978  3.037  -0.21
H  7.263  -2.564  3.132  0.11
H  5.712  -1.903  3.720  0.11
H  7.320  -1.354  5.506  0.12
H  8.517  -0.826  4.322  0.12
H  5.826  0.497  4.909  0.12
H  7.412  1.230  5.110  0.11
H  5.939  1.613  2.830  0.09
H  7.713  1.485  2.743  0.11

Atoms 1-6, force components in eV/Å:
-0.2 0.0 0.1
0.2 0.2 0.2
-1.1 0.9 0.2
0.0 -0.4 0.3
-0.3 0.0 0.0
-1.2 -0.7 -0.8

---

(2)
# C38H69ClF18N12O2P3

11 unconnected molecules or ions with the total composition C38H69ClF18N12O2P3 (ωB97M-V with the def2-TZVPD basis set, OMol25).

The calculation puts the frontier orbital gap at 0.329 Ha. As for the charge: +1.

Last column: Löwdin charge in e.
Positions of all 143 atoms, in Å:
C  -6.156  4.187  1.358  -0.06
C  -5.255  3.526  2.385  -0.18
N  -3.866  3.923  2.202  -0.06
C  -3.338  5.178  2.110  0.00
C  -1.971  4.968  1.982  -0.02
N  -1.732  3.620  1.954  -0.06
C  -2.927  2.991  2.055  -0.13
C  -0.543  2.836  1.612  0.01
H  -7.031  3.545  1.283  0.08
H  -5.662  4.183  0.365  0.10
H  -6.497  5.173  1.688  0.08
H  -5.309  2.466  2.302  0.11
H  -5.503  3.694  3.420  0.13
H  -3.990  6.038  2.044  0.14
H  -1.255  5.776  1.756  0.14
H  -2.982  1.878  2.064  0.12
H  -0.089  2.432  2.513  0.06
H  0.236  3.460  1.107  0.11
H  -0.685  2.021  0.922  0.08
C  0.947  2.508  5.075  -0.05
C  1.651  1.181  5.519  -0.16
N  1.326  0.143  4.604  -0.04
C  0.058  -0.190  4.123  -0.04
C  0.253  -1.228  3.225  0.00
N  1.610  -1.488  3.178  -0.03
C  2.243  -0.587  3.935  -0.01
C  2.493  -2.428  2.380  0.05
H  1.506  2.901  4.198  0.07
H  1.120  3.222  5.837  0.07
H  -0.088  2.262  4.783  0.02
H  1.240  0.983  6.498  0.13
H  2.740  1.345  5.445  0.11
H  -0.887  0.310  4.445  0.03
H  -0.442  -1.832  2.683  0.11
H  3.318  -0.569  4.216  0.15
H  2.374  -2.367  1.299  0.08
H  2.357  -3.498  2.480  0.09
H  3.447  -2.106  2.693  0.05
C  -3.056  -3.358  -5.470  -0.06
C  -2.118  -4.379  -4.848  -0.14
N  -0.888  -3.845  -4.232  -0.01
C  0.380  -3.942  -4.762  -0.01
C  1.183  -3.176  -4.028  -0.05
N  0.477  -2.651  -3.021  -0.06
C  -0.801  -2.987  -3.202  -0.03
C  1.129  -1.929  -1.915  0.02
H  -4.000  -3.875  -5.744  0.10
H  -2.671  -2.839  -6.294  0.05
H  -3.367  -2.661  -4.631  0.09
H  -1.689  -4.940  -5.658  0.12
H  -2.692  -4.874  -4.083  0.13
H  0.646  -4.600  -5.599  0.15
H  2.200  -2.981  -4.161  0.13
H  -1.630  -2.533  -2.660  0.15
H  1.593  -2.611  -1.233  0.07
H  0.370  -1.372  -1.313  0.10
H  1.811  -1.165  -2.280  0.07
C  0.261  4.022  -2.728  -0.06
C  0.380  4.015  -4.261  -0.14
N  -0.522  2.985  -4.835  -0.03
C  -0.985  3.040  -6.092  0.00
C  -1.544  1.820  -6.344  0.03
N  -1.339  1.065  -5.205  -0.08
C  -0.753  1.770  -4.319  -0.06
C  -1.764  -0.286  -5.105  0.00
H  0.601  3.133  -2.312  0.02
H  -0.822  4.036  -2.487  0.10
H  0.887  4.842  -2.351  0.09
H  1.331  3.783  -4.738  0.12
H  -0.013  4.957  -4.638  0.12
H  -0.809  3.819  -6.754  0.12
H  -2.168  1.404  -7.093  0.13
H  -0.612  1.486  -3.313  0.13
H  -0.957  -0.935  -5.458  0.10
H  -2.650  -0.284  -5.714  0.10
H  -2.047  -0.593  -4.044  0.09
C  -3.392  -1.774  6.145  -0.08
C  -2.346  -2.286  5.270  -0.21
N  -2.728  -2.411  3.877  -0.06
C  -3.370  -1.330  3.314  -0.04
C  -3.908  -1.800  2.108  0.04
N  -3.612  -3.191  2.058  -0.07
C  -2.900  -3.485  3.137  -0.05
C  -4.075  -4.233  1.142  0.01
H  -4.282  -2.405  5.952  0.11
H  -3.599  -0.697  6.167  0.05
H  -3.136  -1.901  7.184  0.08
H  -2.098  -3.287  5.614  0.14
H  -1.438  -1.746  5.260  0.08
H  -3.419  -0.375  3.883  -0.01
H  -4.281  -1.356  1.202  0.10
H  -2.464  -4.495  3.268  0.18
H  -3.579  -4.094  0.190  0.07
H  -5.174  -4.249  1.083  0.11
H  -3.755  -5.186  1.597  0.10
C  5.133  -1.787  -0.879  -0.06
C  5.842  -0.609  -1.450  -0.19
N  5.271  0.649  -1.052  -0.02
C  5.056  1.742  -1.846  -0.06
C  4.500  2.690  -1.156  -0.03
N  4.349  2.213  0.158  -0.05
C  4.856  0.967  0.182  0.03
C  4.116  3.151  1.279  0.01
H  5.558  -2.740  -1.155  0.08
H  4.049  -1.851  -1.043  0.07
H  5.421  -1.757  0.219  0.10
H  5.762  -0.510  -2.554  0.13
H  6.909  -0.570  -1.234  0.14
H  5.363  1.714  -2.882  0.13
H  4.218  3.811  -1.374  0.18
H  4.880  0.461  1.089  0.09
H  3.591  4.001  0.867  0.08
H  5.034  3.395  1.806  0.10
H  3.450  2.763  2.067  0.08
C  6.511  0.917  4.290  0.00
C  5.130  0.716  3.598  -0.69
O  4.280  1.558  3.907  -0.07
O  4.901  -0.276  2.788  -0.14
H  6.458  1.260  5.297  0.06
H  6.973  1.742  3.781  0.06
H  7.172  0.052  4.205  0.07
Cl  -2.913  1.619  4.692  -0.13
P  -2.880  0.109  -1.217  0.21
F  -3.347  -0.824  -2.508  -0.20
F  -4.425  0.101  -0.688  -0.15
F  -2.454  -1.246  -0.440  -0.16
F  -2.476  0.991  0.001  -0.13
F  -1.307  0.102  -1.720  -0.19
F  -3.141  1.448  -2.153  -0.17
P  -0.559  -4.964  0.067  0.18
F  0.355  -4.372  -1.159  -0.16
F  0.723  -4.895  1.069  -0.16
F  -0.998  -3.501  0.527  -0.15
F  -1.567  -5.597  1.248  -0.20
F  -1.850  -5.029  -0.962  -0.18
F  -0.155  -6.424  -0.257  -0.10
P  2.833  0.743  -4.712  0.23
F  1.493  -0.223  -4.699  -0.17
F  2.115  1.668  -3.535  -0.19
F  3.514  -0.233  -3.521  -0.20
F  4.095  1.724  -4.538  -0.16
F  3.457  -0.157  -5.831  -0.10
F  2.200  1.736  -5.836  -0.15

Atoms 1-6, force components in eV/Å:
-0.1 -0.3 0.1
-0.1 0.7 0.0
-0.2 -1.8 -0.3
1.5 -0.8 0.0
-0.6 2.1 -0.6
-1.3 -1.1 -0.9

---

Which value of frontier orbital gap does entry 1 give?
0.295 Ha

---

Among the records above, which one has the lowest frontier orbital gap?
C38H67N4O15PS6

---

What is the frontier orbital gap in the first record?
0.295 Ha